No. 1
Molecular formula: C5H8
Method: DFT, ωB97M-V/def2-TZVPD

Values from the calculation:
* relative energy (zero: lowest compared OMol25 entry of this formula, charge and spin): 124.1 kJ/mol
* SMILES string: C#CC(C)C
* Kohn-Sham gap: 11.05 eV
* maximum force: 0.49 eV/A

Geometry as ORCA input:
```
! wB97M-V def2-TZVPD RIJCOSX def2/J DEFGRID3
* xyz 0 1
C -0.3329 1.4138 -0.2918
C -0.1163 0.0677 0.4135
C -1.1210 -0.9936 -0.0785
C 1.2771 -0.3790 0.2559
C 2.4230 -0.7397 0.1610
H 0.3941 2.1597 0.0428
H -0.2213 1.2926 -1.3749
H -1.3400 1.7941 -0.0919
H -0.2713 0.2167 1.4906
H -2.0482 -0.9461 0.5016
H -0.7118 -2.0029 0.0136
H -1.3718 -0.8272 -1.1317
H 3.4404 -1.0562 0.0898
*
```

No. 2
Molecular formula: C5H8
Method: DFT, ωB97M-V/def2-TZVPD

Values from the calculation:
* relative energy (zero: lowest compared OMol25 entry of this formula, charge and spin): 396.7 kJ/mol
* Kohn-Sham gap: 10.29 eV
* maximum force: 1.09 eV/A

Geometry as ORCA input:
```
! wB97M-V def2-TZVPD RIJCOSX def2/J DEFGRID3
* xyz 0 1
C -0.1391 0.1316 1.0641
C 1.0594 0.7527 0.3267
C 0.9265 -0.1054 -1.6144
C -0.2889 -0.5738 -1.3320
C -1.0630 -0.4790 -0.0311
H -0.6511 0.9143 1.6249
H 0.1908 -0.6556 1.7520
H 0.7929 1.6928 -0.1554
H 2.0556 0.8730 0.7618
H 1.2766 -0.1797 -0.2643
H -0.7629 -1.0530 -2.1849
H -1.9465 0.1512 -0.1944
H -1.4504 -1.4692 0.2472
*
```

Which formula does entry 2 have? C5H8

Look up the relative energy (zero: lowest compared OMol25 entry of this formula, charge and spin) of the second one. 396.7 kJ/mol